# C21H31F5P2Sn

A structure of composition C21H31F5P2Sn in a non-equilibrium geometry (ωB97M-V/def2-TZVPD, the OMol25 dataset).

Properties
**DFT total energy**: -2214.2783 hartree
**HOMO (alpha / beta)**: -13.34 / -13.34 eV
**Orbital gap (alpha / beta)**: 0.2356 / 0.2399 Eh

ORCA input file:
```
! RIJCOSX wB97M-V def2-TZVPD def2/J DEFGRID3
* xyz 2 1
P -0.280 -0.403 -5.175
P 2.809 -1.817 -3.446
C 1.121 -1.441 -5.750
C 1.598 -2.431 -4.687
H 1.934 -0.780 -6.091
H 0.754 -1.992 -6.636
H 0.735 -2.825 -4.119
H 2.091 -3.288 -5.178
C 4.426 -2.411 -4.050
H 5.139 -2.362 -3.216
H 4.810 -1.812 -4.887
H 4.327 -3.463 -4.352
C 2.610 -2.870 -2.004
H 3.280 -3.742 -2.004
H 1.579 -3.317 -2.116
H 2.729 -2.303 -1.068
C -0.520 0.485 -6.750
H -1.404 1.131 -6.700
H -0.616 -0.210 -7.592
H 0.349 1.130 -6.936
C -1.767 -1.359 -4.774
H -1.539 -2.342 -4.330
H -2.367 -1.517 -5.687
H -2.383 -0.786 -4.055
Sn -0.048 -2.587 -0.844
C 3.163 0.164 -3.674
C 3.029 1.002 -4.835
C 3.119 2.483 -4.647
C 1.766 3.199 -4.207
C 0.627 2.456 -4.724
C 0.158 1.211 -4.178
C 0.812 0.792 -2.765
C 2.319 0.794 -2.520
C -2.222 -2.426 -0.594
H 4.244 0.160 -3.423
H 3.254 0.630 -5.853
H 3.432 2.992 -5.578
H 3.880 2.681 -3.868
H 1.717 3.302 -3.105
H 1.756 4.228 -4.621
H 0.027 2.956 -5.492
H -0.923 1.339 -3.904
H 0.412 -0.208 -2.466
H 0.374 1.480 -2.011
H 2.677 1.816 -2.338
H 2.506 0.261 -1.568
H -2.604 -3.075 0.205
H -2.622 -2.727 -1.579
H -2.429 -1.362 -0.408
F 0.553 0.280 0.168
C 0.873 -0.541 1.214
C 0.782 -1.916 1.044
C 1.126 -2.705 2.144
F 1.109 -4.066 2.003
C 1.462 -2.129 3.382
F 1.721 -2.898 4.470
C 1.529 -0.729 3.513
F 1.851 -0.135 4.683
C 1.284 0.070 2.396
F 1.410 1.416 2.432
*
```